Computed, not measured: a structure of composition C33H39BIrN4O2P2 in a non-equilibrium geometry, with ωB97M-V/def2-TZVPD.

Its spin multiplicity is 6. For the energy relative to the best compared isomer or geometry (same formula, charge and spin), the calculation gives 40.6 kcal/mol. The value obtained for the gap between HOMO and LUMO (alpha / beta) is 6.12 / 3.40 eV. As for the total energy: -66978.4620 eV. The HOMO energy (alpha / beta) comes out at -12.27 / -12.38 eV. As for the net charge: +2.

Last column: Mulliken spin population.
CARTESIAN COORDINATES (ANGSTROEM)
1 Ir 0.379 0.851 -0.420  0.9240
2 C -1.127 1.497 -2.706  0.1660
3 C -1.053 0.155 -2.931  0.1073
4 C -0.092 -0.456 -3.930  0.0368
5 C 1.201 0.400 -4.141  0.0276
6 C 1.610 1.266 -3.000  -0.0634
7 C 1.410 2.581 -2.754  0.1235
8 C 0.288 3.429 -3.254  0.0445
9 C -0.900 2.562 -3.734  -0.0214
10 C 1.250 1.878 1.175  0.1003
11 H -1.692 1.878 -1.858  -0.0165
12 H -1.929 -0.494 -2.686  -0.0891
13 H -0.570 -0.591 -4.929  0.0008
14 H 0.216 -1.477 -3.641  -0.0023
15 H 2.055 -0.293 -4.296  0.0004
16 H 1.116 0.936 -5.101  0.0005
17 H 2.426 0.777 -2.459  -0.0450
18 H 2.204 3.162 -2.277  0.0090
19 H 0.604 4.090 -4.089  0.0018
20 H -0.070 4.072 -2.425  0.0014
21 H -1.800 3.196 -3.889  0.0051
22 H -0.626 2.102 -4.692  -0.0002
23 H 0.582 2.746 1.283  0.0125
24 H 2.256 2.241 0.958  -0.0009
25 H 1.304 1.378 2.155  -0.0083
26 P 1.778 -0.959 -0.219  0.0177
27 P -1.568 -0.553 -0.269  0.3149
28 N 3.544 -0.330 -0.736  0.0209
29 N 2.460 -1.884 1.093  0.0000
30 N -3.182 0.809 -0.469  0.1235
31 N -2.648 -1.454 1.120  0.0947
32 C 0.823 -2.205 -1.112  0.0764
33 C -0.686 -2.199 -0.704  0.1942
34 C 3.649 1.037 -0.942  0.0037
35 C 4.904 1.367 -1.444  -0.0042
36 C 5.643 0.153 -1.478  0.0001
37 C 4.795 -0.864 -1.011  0.0053
38 C 3.191 -1.336 2.172  0.0011
39 C 4.166 -2.238 2.581  0.0000
40 C 4.043 -3.404 1.746  0.0003
41 C 2.999 -3.171 0.866  0.0073
42 C -3.051 2.156 -0.148  0.3668
43 C -4.161 2.898 -0.628  0.1008
44 C -5.037 1.950 -1.221  0.1622
45 C -4.384 0.700 -1.152  0.3485
46 C -4.033 -1.571 1.225  0.3163
47 C -4.337 -2.749 1.930  0.1934
48 C -3.097 -3.370 2.273  0.0324
49 C -2.095 -2.536 1.803  0.3002
50 H 1.201 -3.236 -1.018  -0.0067
51 H 0.940 -2.021 -2.189  0.0120
52 H -1.264 -2.618 -1.549  -0.0201
53 H -0.782 -2.929 0.123  0.0520
54 H 2.775 1.661 -0.807  0.0359
55 H 5.185 2.365 -1.772  0.0003
56 H 6.648 0.024 -1.855  0.0005
57 H 4.994 -1.909 -0.822  0.0007
58 H 2.943 -0.348 2.531  -0.0002
59 H 4.931 -2.097 3.342  0.0001
60 H 4.657 -4.298 1.746  0.0002
61 H 2.603 -3.792 0.081  -0.0024
62 H -2.185 2.503 0.395  0.0453
63 H -4.299 3.980 -0.595  -0.0028
64 H -6.055 2.110 -1.582  0.0032
65 H -4.737 -0.250 -1.531  0.0039
66 H -4.705 -0.802 0.840  0.0351
67 H -5.330 -3.116 2.144  0.0005
68 H -2.911 -4.322 2.766  -0.0011
69 H -1.031 -2.685 1.897  0.1452
70 O -0.164 -0.596 2.315  0.0918
71 B -0.729 0.381 1.348  0.4402
72 O -1.580 1.305 2.100  0.0983
73 C -1.543 0.882 3.410  0.0054
74 C -2.076 1.495 4.546  -0.0034
75 C -1.920 0.802 5.762  0.0153
76 C -1.185 -0.400 5.836  0.0070
77 C -0.524 -0.928 4.721  -0.0017
78 C -0.730 -0.266 3.515  0.0545
79 H -2.567 2.472 4.463  0.0002
80 H -2.396 1.204 6.668  0.0010
81 H -1.100 -0.929 6.792  0.0004
82 H 0.174 -1.778 4.742  -0.0009

Atoms 1-6, force components in eV/Å:
-0.52 0.13 -0.62
-1.75 0.06 -0.14
-0.22 -0.66 -0.56
0.11 0.12 -0.82
-0.68 -0.86 -0.80
1.24 0.15 0.25

---

Computed, not measured: a structure of composition C33H39BN9Re in a non-equilibrium geometry, with ωB97M-V/def2-TZVPD.

Its spin multiplicity is 2. For the energy relative to the best compared isomer or geometry (same formula, charge and spin), the calculation gives 27.2 kcal/mol. The value obtained for the gap between HOMO and LUMO (alpha / beta) is 3.82 / 4.02 eV. As for the total energy: -51046.4028 eV. The HOMO energy (alpha / beta) comes out at -15.44 / -15.44 eV. As for the net charge: +3.

Last column: Mulliken spin population.
CARTESIAN COORDINATES (ANGSTROEM)
1 Re -0.763 -1.447 1.439  0.7251
2 C -2.197 -4.514 2.493  -0.0027
3 C -1.050 -3.560 2.650  -0.0209
4 C 0.086 -3.697 1.819  0.0022
5 C 1.258 -2.957 2.031  0.0221
6 C 1.300 -2.013 3.037  0.0163
7 C 0.183 -1.845 3.876  0.0338
8 C -0.969 -2.605 3.691  -0.0185
9 H -1.808 -5.530 2.588  -0.0008
10 H -2.666 -4.439 1.511  -0.0003
11 H -2.944 -4.380 3.270  0.0003
12 H 0.058 -4.464 1.059  -0.0012
13 H 2.128 -3.128 1.419  0.0071
14 H 2.203 -1.442 3.199  0.0040
15 H 0.217 -1.134 4.690  0.0043
16 H -1.797 -2.485 4.375  0.0009
17 C 1.020 -3.613 -1.147  0.0006
18 C 0.374 -2.297 -1.405  -0.0100
19 C 0.397 -1.710 -2.636  0.0397
20 C -0.337 -0.520 -2.550  0.0604
21 C -0.640 0.465 -3.616  -0.0014
22 N -0.775 -0.416 -1.302  -0.0332
23 N -0.360 -1.481 -0.527  0.1073
24 B -1.679 0.627 -0.660  -0.0386
25 N -2.861 -0.135 -0.006  0.0159
26 N -2.617 -0.968 1.092  -0.0203
27 C -3.904 -1.239 1.636  0.0013
28 C -4.223 -1.961 2.894  0.0057
29 C -4.839 -0.659 0.842  -0.0187
30 C -4.159 0.041 -0.182  -0.0158
31 C -4.749 0.863 -1.260  0.0015
32 N -0.887 1.309 0.452  -0.0372
33 N -0.356 0.552 1.478  0.0573
34 C 0.283 1.460 2.309  0.0010
35 C 1.105 1.214 3.524  0.0087
36 C 0.092 2.726 1.814  0.0262
37 C -0.643 2.605 0.640  0.0624
38 C -1.096 3.674 -0.286  -0.0030
39 H 1.515 -3.917 -2.066  -0.0003
40 H 0.292 -4.391 -0.917  -0.0004
41 H 1.790 -3.565 -0.387  0.0009
42 H 0.877 -2.097 -3.519  -0.0001
43 H -0.070 0.234 -4.514  -0.0005
44 H -0.388 1.476 -3.297  0.0046
45 H -1.702 0.439 -3.867  0.0040
46 H -2.080 1.410 -1.447  0.0006
47 H -3.401 -1.983 3.596  -0.0030
48 H -4.567 -2.975 2.689  0.0001
49 H -5.046 -1.438 3.379  0.0003
50 H -5.907 -0.686 0.986  -0.0002
51 H -5.827 0.733 -1.280  0.0004
52 H -4.338 0.588 -2.231  -0.0014
53 H -4.531 1.920 -1.091  -0.0018
54 H 1.456 0.202 3.613  -0.0028
55 H 0.559 1.494 4.426  -0.0007
56 H 1.990 1.846 3.465  0.0004
57 H 0.474 3.640 2.237  -0.0013
58 H -0.622 4.614 -0.018  -0.0004
59 H -2.177 3.809 -0.223  0.0044
60 H -0.842 3.436 -1.318  0.0029
61 C 4.559 0.356 0.913  0.0012
62 C 3.432 -0.422 0.729  -0.0011
63 N 2.319 0.010 0.122  0.0108
64 C 2.348 1.243 -0.356  0.0055
65 C 3.432 2.113 -0.262  -0.0004
66 C 4.554 1.659 0.424  -0.0007
67 C 3.372 3.467 -0.837  0.0001
68 C 3.004 3.819 -2.073  0.0006
69 C 2.661 2.958 -3.216  -0.0001
70 C 2.271 3.533 -4.425  0.0002
71 C 1.965 2.674 -5.470  0.0002
72 N 2.063 1.354 -5.350  0.0002
73 C 2.489 0.910 -4.175  0.0016
74 N 2.770 1.626 -3.098  0.0005
75 H 5.431 -0.046 1.410  0.0000
76 H 3.435 -1.455 1.071  -0.0024
77 H 1.457 1.580 -0.879  -0.0020
78 H 5.420 2.296 0.543  0.0000
79 H 3.699 4.263 -0.174  0.0000
80 H 3.015 4.879 -2.303  0.0000
81 H 2.208 4.606 -4.547  0.0000
82 H 1.636 3.055 -6.431  0.0000
83 H 2.621 -0.165 -4.085  -0.0012

Atoms 1-6, force components in eV/Å:
1.16 -0.07 0.87
0.03 -0.08 0.14
0.01 -0.17 0.28
-0.51 -0.10 -0.38
-0.02 -0.06 -0.27
-0.03 0.17 0.06